A structure of composition C27H28CoN2O3P2S2 at a distorted geometry. Source: the Open Molecules 2025 dataset; level of theory: ωB97M-V/def2-TZVPD.

Geometry (Å):
1 C -1.37 3.55 -3.23
2 C -1.15 2.22 -2.93
3 C 0.12 1.64 -3.24
4 C 1.18 2.43 -3.82
5 C 0.90 3.79 -4.10
6 C -0.34 4.33 -3.81
7 C 2.41 1.79 -4.05
8 C 2.61 0.44 -3.74
9 C 1.50 -0.27 -3.18
10 C 1.59 -1.66 -2.86
11 C 2.80 -2.31 -3.07
12 C 3.91 -1.62 -3.62
13 C 3.82 -0.28 -3.96
14 H -2.35 3.98 -3.01
15 H 1.69 4.40 -4.56
16 H -0.56 5.38 -4.03
17 H 3.22 2.38 -4.48
18 H 2.89 -3.37 -2.82
19 H 4.83 -2.16 -3.80
20 H 4.67 0.26 -4.39
21 N 0.34 0.35 -2.95
22 Co -0.34 -0.29 0.45
23 C -2.19 1.32 -2.28
24 H -2.16 0.33 -2.77
25 H -3.21 1.71 -2.37
26 C 0.34 -2.34 -2.35
27 H -0.52 -1.92 -2.88
28 H 0.39 -3.42 -2.48
29 P -1.88 0.95 -0.47
30 P -0.07 -2.09 -0.56
31 C 1.31 -2.91 0.28
32 H 1.20 -2.80 1.36
33 H 1.30 -3.96 -0.02
34 H 2.24 -2.42 -0.03
35 C -1.51 -3.20 -0.36
36 H -1.23 -4.18 -0.75
37 H -1.78 -3.28 0.70
38 H -2.37 -2.80 -0.91
39 C -1.60 2.51 0.38
40 H -2.46 3.18 0.28
41 H -1.40 2.31 1.45
42 H -0.71 3.01 -0.05
43 C -3.44 0.12 -0.04
44 H -3.54 0.05 1.05
45 H -4.30 0.66 -0.45
46 H -3.44 -0.90 -0.45
47 C 1.18 0.48 0.55
48 O 2.22 1.01 0.57
49 H -0.50 0.01 -1.05
50 O 1.27 2.31 4.58
51 S 1.36 0.88 4.44
52 O 2.66 0.25 4.45
53 N 0.43 0.35 3.12
54 C -0.56 -0.45 3.46
55 S -1.47 -1.12 2.18
56 C -0.74 -0.66 4.89
57 C -1.67 -1.42 5.63
58 C -1.57 -1.48 7.02
59 C -0.55 -0.78 7.68
60 C 0.39 -0.02 6.96
61 C 0.26 0.03 5.57
62 H -2.47 -1.95 5.11
63 H -2.28 -2.08 7.58
64 H -0.49 -0.83 8.76
65 H 1.20 0.53 7.44

Computed properties:
- F_max (eV/A) = 8.19
- total charge = +1
- <S²> = 6.06
- energy above the lowest of the compared OMol25 structures with the same formula, charge and spin (kcal/mol) = 0.00
- Kohn-Sham gap (alpha / beta) (eV) = 5.81 / 5.61
- multiplicity = 5

Here are the Löwdin charges for atoms 1 to 8, given in e: number 1, C, carries -0.0351; number 2, C, carries -0.2023; number 3, C, carries -0.1824; number 4, C, carries -0.1366; number 5, C, carries 0.0008; number 6, C, carries -0.0484; number 7, C, carries 0.0495; number 8, C, carries -0.1372



A structure of composition C16H20F9N4O2PtS at a distorted geometry. Source: the Open Molecules 2025 dataset; level of theory: ωB97M-V/def2-TZVPD.

Geometry (Å):
1 Pt 0.69 -0.99 0.53
2 C 3.36 0.08 4.68
3 N 1.95 0.44 4.52
4 C 1.29 1.34 5.47
5 C 1.28 -0.04 3.49
6 O 1.78 -0.80 2.64
7 H 3.74 0.54 5.58
8 H 3.94 0.42 3.83
9 H 3.46 -1.00 4.76
10 H 1.91 1.44 6.36
11 H 0.33 0.94 5.77
12 H 1.16 2.34 5.04
13 H 0.23 0.26 3.42
14 F -3.68 0.83 -0.11
15 C -2.52 0.82 0.55
16 F -2.53 1.84 1.42
17 F -1.54 1.08 -0.34
18 C -2.26 -0.53 1.29
19 O -0.95 -0.61 1.68
20 C -3.13 -0.59 2.58
21 F -3.18 -1.84 3.04
22 F -4.37 -0.15 2.38
23 F -2.57 0.16 3.54
24 C -2.65 -1.72 0.35
25 F -2.06 -2.85 0.75
26 F -2.24 -1.48 -0.91
27 F -3.97 -1.93 0.31
28 S 3.43 -4.47 0.43
29 C 2.78 -4.21 -1.14
30 C 2.03 -3.08 -1.15
31 N 1.97 -2.45 0.07
32 C 2.67 -3.08 1.00
33 H 2.98 -4.88 -1.96
34 H 1.50 -2.66 -1.98
35 H 2.73 -2.72 2.01
36 N 1.20 -0.09 -1.24
37 C 0.88 0.60 -2.12
38 N 0.58 1.36 -3.12
39 C 0.64 0.89 -4.51
40 C -0.76 0.81 -5.10
41 C -1.50 2.14 -4.92
42 C -1.54 2.55 -3.45
43 C -0.13 2.64 -2.88
44 H 1.15 -0.07 -4.52
45 H 1.26 1.60 -5.06
46 H -1.31 0.01 -4.60
47 H -0.69 0.55 -6.15
48 H -2.51 2.06 -5.32
49 H -0.99 2.92 -5.50
50 H -2.11 1.81 -2.87
51 H -2.04 3.51 -3.32
52 H -0.12 2.85 -1.81
53 H 0.45 3.42 -3.39

Computed properties:
- F_max (eV/A) = 1.13
- total charge = +1
- energy above the lowest of the compared OMol25 structures with the same formula, charge and spin (kcal/mol) = 43.61
- Kohn-Sham gap (alpha / beta) (eV) = 7.75 / 7.75

Here are the natural (NBO) charges for atoms 1 to 8, given in e: number 1, Pt, carries 1.0977; number 2, C, carries -0.4168; number 3, N, carries -0.3828; number 4, C, carries -0.4116; number 5, C, carries 0.5397; number 6, O, carries -0.7294; number 7, H, carries 0.2190; number 8, H, carries 0.2183